Record 1
A molecular structure, C21H33AlBBr3CaFN2O9 at a distorted geometry. Source: the Open Molecules 2025 dataset; level of theory: ωB97M-V/def2-TZVPD.

```
72
Properties=species:S:1:pos:R:3:forces:R:3:lowdin_charge:R:1
C -4.1390 1.9909 4.6604 0.1 -0.3 0.0 -0.1383
C -2.6157 2.3083 4.1150 0.0 -0.8 0.4 -0.1654
B -2.3826 1.8141 2.5314 -2.2 0.9 1.2 -0.2860
O -3.5535 1.8493 1.6338 3.4 0.9 2.0 -0.1650
C -0.8561 1.3427 2.1427 -0.3 -0.4 0.3 -0.0893
O -0.0511 2.4717 2.7137 3.3 -0.6 -2.8 -0.0020
C 1.1906 2.5592 1.9291 3.6 1.1 0.7 -0.2134
O 2.3995 3.0605 2.2003 -9.2 -3.4 -1.9 0.0698
O 0.8652 1.9236 0.6429 1.0 0.8 1.8 -0.0915
C -0.4194 1.1509 0.5744 1.8 1.6 0.6 -0.2861
C -1.2255 2.0246 -0.5816 0.0 0.1 1.5 -0.0509
C 0.1389 -0.3472 0.1970 -1.2 -0.6 -0.8 -0.0656
C -0.9350 -1.3107 -0.5804 -1.6 -2.7 -2.9 -0.2454
C -1.7674 -2.4646 0.2967 -0.1 -0.1 -3.0 -0.3796
C -2.8291 -3.4944 -0.4588 0.5 0.6 -3.9 -0.1150
C -3.1514 -3.4715 -2.0829 3.3 2.2 4.1 -0.0612
C -2.3291 -2.3116 -2.9558 0.1 -1.3 1.5 -0.4157
C -1.2629 -1.2876 -2.1997 0.6 -0.3 3.1 -0.2618
C -0.4557 -0.2047 -3.1312 -0.1 -0.5 0.1 -0.0905
H -4.9468 2.4358 3.9079 1.7 -1.0 1.8 0.0902
H -4.2505 0.8039 4.7130 0.0 2.6 -0.2 0.0917
H -4.2945 2.4092 5.7663 0.3 -0.9 -2.6 0.0959
H -2.3278 3.4388 4.2743 -0.5 -2.1 -0.4 0.1288
H -1.8818 1.6807 4.7865 -1.2 1.4 -1.1 0.1112
H -3.4666 2.7188 1.1035 0.2 -1.6 1.4 -0.0800
H -0.5568 0.4519 2.8526 -0.6 1.2 -1.8 0.1754
H -2.2825 1.5926 -0.8376 2.4 0.8 0.2 -0.0477
H -1.4051 3.0962 -0.0903 0.4 -2.4 -1.0 0.1214
H -0.5267 2.2044 -1.5023 -1.6 -0.7 1.9 0.0490
H 1.1016 -0.2358 -0.4747 -1.9 -0.2 1.5 0.1400
H 0.3957 -0.8872 1.2231 -0.3 1.2 -1.9 0.1087
H -1.6185 -2.5941 1.4535 -1.7 1.3 -1.8 0.0004
H -3.3777 -4.3192 0.1690 1.0 2.0 -1.1 0.1153
H -3.8836 -4.2060 -2.6313 1.6 1.6 1.4 0.1311
H -2.5341 -2.2883 -4.1217 -1.4 1.3 2.3 -0.0566
H -0.9909 0.8377 -3.1445 0.9 -2.0 0.2 0.0855
H -0.3672 -0.5914 -4.2407 -0.5 0.8 2.6 0.0749
H 0.6559 -0.1628 -2.7070 -2.4 0.2 -0.9 0.0886
Ca 0.1444 -3.6529 1.1790 0.0 -0.5 0.6 1.5809
Br -4.3245 2.7702 -0.6007 -1.9 -0.5 -4.2 0.6820
C -1.2207 -2.8392 6.6472 -0.5 2.5 -3.3 -0.2269
C -1.3347 -3.2677 5.1933 -0.4 -1.7 -6.4 -0.2058
N -1.4293 -3.6231 3.9871 1.3 2.6 7.6 0.0134
H -1.2618 -3.7165 7.2987 -0.2 -0.2 0.2 -0.3204
H -0.2724 -2.3193 6.8093 0.0 -0.2 -0.2 0.0874
H -2.0439 -2.1665 6.9032 0.0 0.0 -0.3 0.0844
Br -1.0042 -3.0966 -4.6406 -5.9 -4.0 -0.2 0.8393
N 1.5908 2.9464 -2.5753 0.2 0.1 -0.2 0.3355
H 1.6428 2.5925 -1.6129 0.0 0.0 0.3 0.1279
H 2.3733 2.5683 -3.1219 -0.1 0.1 0.1 0.1621
H 0.7032 2.6533 -3.0004 0.2 0.0 0.0 0.1267
H 1.6436 3.9718 -2.5662 0.0 -0.1 0.0 0.1719
C 3.8345 -1.7876 -6.0112 1.1 -0.1 -0.9 -0.1174
C 3.6973 -0.5578 -5.1736 1.2 0.8 0.0 -0.1313
O 2.3323 -0.5681 -4.8012 -1.0 -0.7 0.1 0.0347
C 1.9086 -1.8633 -4.8824 0.2 -0.7 0.0 -0.4820
O 0.8323 -2.2630 -4.4707 8.6 3.0 0.0 -0.3553
O 2.8465 -2.6525 -5.4833 -1.4 0.7 0.9 0.0923
H 4.8275 -2.2381 -5.9301 -0.3 -0.1 0.0 0.1500
H 3.6132 -1.6012 -7.0673 0.0 0.0 0.1 0.1456
H 4.3114 -0.5982 -4.2677 -0.1 0.0 -0.1 0.1432
H 3.9413 0.3526 -5.7280 -0.2 -0.1 0.1 0.1412
Br -0.8995 -5.3604 7.6770 0.5 -3.0 0.9 -0.0310
C 5.3775 1.9937 0.9880 -0.5 0.5 0.0 -0.0638
C 6.6096 1.1599 1.2944 0.2 -0.1 0.0 -0.7557
O 6.6189 0.0045 0.7858 0.5 0.5 0.5 -0.0743
O 7.4691 1.7323 2.0212 -0.5 -1.0 -0.7 -0.0074
H 4.6723 1.4450 0.3565 0.0 -0.2 0.0 0.0382
H 4.8705 2.2629 1.9194 0.1 0.1 -0.2 0.0556
H 5.6696 2.9094 0.4653 0.0 0.0 0.2 0.0666
Al -3.4074 -0.8328 -1.0542 -1.3 0.6 0.3 0.8943
F -4.3948 1.6539 -2.6844 0.4 1.0 2.1 -0.5727
```
Forces are in eV/Å.

Values from the calculation:
Charge: +1



Record 2
A molecular structure, C21H33BeN3O7P2 at a distorted geometry. Source: the Open Molecules 2025 dataset; level of theory: ωB97M-V/def2-TZVPD.

```
67
Properties=species:S:1:pos:R:3:forces:R:3:nbo_charge:R:1
P 1.8359 0.9249 1.9537 2.4 1.3 -2.1 0.7886
P 1.2591 0.5142 -1.1248 0.9 1.8 -1.9 0.7500
C 3.1848 1.2210 0.7150 0.4 1.0 1.0 -0.7504
C 2.5962 1.7879 -0.5443 0.3 -1.2 0.5 -0.6742
H 3.6182 0.2317 0.5255 0.0 0.1 0.0 0.2155
H 3.9805 1.8487 1.1341 0.1 0.1 -0.1 0.1986
H 2.0901 2.7622 -0.3997 0.1 -0.6 0.0 0.2212
H 3.4244 1.9493 -1.2483 -0.5 -0.2 -0.2 0.2135
C 1.8537 -1.2352 -1.2995 0.5 -0.3 0.5 -0.9673
H 1.4675 -1.5442 -2.2869 0.2 0.1 0.4 0.2487
H 1.4138 -1.9119 -0.5501 0.2 0.3 -0.5 0.2269
H 2.9450 -1.3649 -1.2597 -0.2 0.1 -0.2 0.2226
C 1.8931 1.0106 -2.8392 -0.7 -0.2 -0.8 -0.9146
H 2.8330 0.4612 -3.0247 -0.3 0.2 0.1 0.2076
H 2.1112 2.0909 -2.8893 -0.2 -0.5 0.1 0.2166
H 1.1752 0.7845 -3.6346 0.2 -0.1 0.1 0.2281
C 2.9664 0.8631 3.3855 -0.3 -0.3 0.5 -0.9464
H 2.4283 1.1053 4.3054 0.2 0.0 -0.1 0.2344
H 3.8022 1.5635 3.2589 -0.3 -0.3 -0.1 0.2342
H 3.3227 -0.1698 3.4598 0.1 0.2 0.1 0.2497
C 1.1449 2.6548 2.1033 -0.4 -0.4 0.2 -0.9323
H 0.4820 2.9326 1.2663 0.3 -0.3 0.3 0.2504
H 1.9890 3.3656 2.1363 -0.2 -0.4 -0.1 0.2352
H 0.5701 2.7606 3.0390 0.2 -0.1 -0.4 0.2445
Be 0.8748 -0.8017 1.4513 -1.3 0.4 2.3 1.5994
C -1.4179 1.2096 -4.0897 -0.5 -1.1 0.1 -0.2137
C -1.4030 0.4350 -2.9956 -0.4 -0.1 -0.8 -0.1667
C -2.0691 0.7019 -1.6805 0.2 -0.2 0.7 -0.4520
C -2.1625 2.1389 -1.1120 -0.4 -0.6 0.5 -0.4650
C -0.9697 3.0204 -1.2772 0.5 1.2 -0.2 -0.1922
C -0.2237 3.4227 -2.3266 0.3 0.8 0.7 -0.1659
C -0.5260 3.5094 -3.8042 0.3 -0.5 0.5 -0.4319
C -1.7563 2.6581 -4.1307 0.0 0.4 -0.6 -0.4523
C 0.1887 -0.1939 3.1578 -1.1 -0.8 0.8 -1.3718
H -1.2966 0.7328 -5.0776 0.8 0.2 0.6 0.2053
H -0.9827 -0.5799 -3.0674 -0.5 0.3 -0.2 0.2102
H -1.5417 0.0593 -0.9470 -0.4 0.5 -0.2 0.2289
H -3.1142 0.3351 -1.7112 0.5 -0.1 -0.2 0.2252
H -3.1554 2.5721 -1.3306 0.6 0.1 -0.2 0.2169
H -2.1668 1.9842 -0.0293 -0.4 0.0 0.0 0.2133
H -0.7102 3.4805 -0.2989 0.5 -0.6 -0.7 0.1894
H 0.7436 3.8742 -2.0308 -0.7 0.2 -0.2 0.1917
H 0.3783 3.2383 -4.3909 -0.6 -0.2 0.2 0.2121
H -0.7165 4.5614 -4.0800 0.0 -0.2 0.4 0.2188
H -2.5697 2.9126 -3.4319 0.2 0.1 -0.5 0.2147
H -2.0257 2.9085 -5.1608 -0.5 0.0 0.2 0.2118
H -0.4124 -1.0863 3.4180 -0.1 0.3 0.1 0.2088
H -0.5075 0.6571 3.1300 0.0 -0.2 0.0 0.2168
H 0.8487 -0.0451 4.0254 -0.4 -0.1 -0.1 0.2111
O -2.6006 -6.2336 4.1481 -0.2 1.5 -1.6 -0.3690
N -3.1026 -5.5680 3.2226 -1.9 -2.2 1.4 0.5063
O -4.2859 -5.7459 2.8660 2.0 0.7 0.3 -0.3744
C -2.3168 -4.5936 2.5078 1.1 0.7 0.4 -0.0474
C -0.9930 -4.3556 2.9001 -0.4 -0.1 -0.4 -0.0902
C -0.2440 -3.4088 2.1746 -0.4 -0.2 0.3 -0.0396
C -0.8713 -2.6195 1.1531 1.6 2.5 -0.2 0.4571
O -0.3721 -1.4760 0.7630 -1.7 -2.1 -0.4 -0.8045
C -2.1456 -3.0447 0.6806 -0.1 -0.8 0.8 -0.0358
C -2.9222 -3.9111 1.4379 0.5 0.3 -1.0 -0.0855
N -2.5315 -2.5653 -0.6386 -0.7 0.9 -1.7 0.5125
O -3.7291 -2.2976 -0.8543 2.2 -0.6 0.5 -0.3524
O -1.6105 -2.4806 -1.4783 -2.0 -0.3 1.6 -0.3496
N 1.1174 -3.1370 2.5184 1.6 1.6 0.4 0.5205
O 1.7228 -3.7592 3.3845 -1.4 1.1 -2.1 -0.2661
O 1.7256 -2.1381 1.8644 -0.1 -3.0 1.8 -0.6163
H -0.5716 -4.8652 3.7679 -0.1 0.0 -0.4 0.2826
H -3.9629 -4.1118 1.1910 0.3 0.0 -0.1 0.2879
```
Forces are in eV/Å.

Values from the calculation:
Charge: 0
Energy above the lowest of the compared OMol25 structures with the same formula, charge and spin in kcal per mole: 0.00



Record 3
2 unconnected molecules or ions with the total composition C21H33BrN5O4. Source: the Open Molecules 2025 dataset; level of theory: ωB97M-V/def2-TZVPD.

```
64
Properties=species:S:1:pos:R:3:forces:R:3:nbo_charge:R:1
C 2.1145 -5.1181 1.4332 0.0 0.1 0.0 -0.4256
N 2.4752 -3.6947 1.4190 0.1 -0.1 0.2 -0.6303
C 1.8113 -2.8532 2.3465 0.1 -0.2 0.0 -0.0402
N 0.6546 -2.1656 1.7209 -0.5 0.3 -0.1 -0.1799
N -0.0311 -1.2535 2.4923 -0.1 -0.1 -0.2 -0.3927
C -1.0682 -0.8129 1.7513 0.1 -0.1 -0.1 0.5794
N -1.9478 0.1114 2.1383 0.0 -0.1 0.3 -0.4605
Br -1.6611 0.9630 3.7449 0.0 -0.1 0.0 0.2942
C -3.0524 0.5534 1.2830 -0.1 0.1 -0.1 -0.2408
C -4.0337 -0.5390 0.9378 0.1 -0.1 0.2 -0.0837
C -4.1454 -1.6800 1.7203 0.0 0.0 0.1 -0.2047
C -5.0795 -2.6578 1.4212 0.1 0.0 0.1 -0.2085
C -5.9104 -2.4901 0.3307 -0.1 0.0 -0.1 -0.1940
C -5.8064 -1.3451 -0.4443 0.0 0.0 0.0 -0.2211
C -4.8755 -0.3539 -0.1561 -0.1 0.0 -0.1 0.0887
C -4.8028 0.8838 -1.0079 -0.1 0.1 0.1 -0.6597
N -1.0702 -1.4087 0.5530 0.2 -0.1 0.2 -0.4940
C -0.0128 -2.2297 0.5558 0.0 0.2 0.1 0.4913
C 0.3652 -3.0179 -0.6488 -0.1 -0.2 0.0 -0.4557
C 1.4768 -2.3370 -1.4561 0.0 0.2 0.0 -0.3824
C 1.0002 -1.0012 -2.0686 0.3 -0.1 -0.1 -0.4486
C 1.6136 0.2392 -1.4074 0.0 0.0 0.2 -0.0571
O 0.6243 1.2256 -1.1602 -0.1 0.1 -0.1 -0.5480
C 0.5614 1.6830 0.1688 0.1 -0.1 -0.1 -0.2366
H 2.0984 -5.5135 0.4179 0.0 0.0 0.0 0.2112
H 2.8098 -5.7119 2.0281 0.0 0.0 0.0 0.2101
H 1.1152 -5.2385 1.8550 0.0 0.0 0.0 0.1994
H 3.4726 -3.5724 1.4963 0.0 0.1 -0.2 0.3931
H 2.4747 -2.0647 2.7051 0.0 0.0 -0.1 0.2152
H 1.4149 -3.3901 3.2168 -0.1 0.0 0.0 0.1924
H 0.2518 -1.0103 3.4278 0.0 0.0 0.0 0.4495
H -3.5762 1.3352 1.8352 0.1 0.0 0.0 0.2396
H -2.6302 1.0208 0.3908 0.0 -0.1 0.0 0.2309
H -3.5081 -1.8122 2.5875 0.0 0.0 0.0 0.1986
H -5.1616 -3.5413 2.0404 0.0 0.0 0.0 0.2202
H -6.6418 -3.2508 0.0886 0.0 0.1 0.0 0.2245
H -6.4606 -1.2054 -1.2961 0.0 0.0 0.0 0.2177
H -4.9649 1.7863 -0.4119 0.0 0.0 0.0 0.2173
H -3.8312 0.9870 -1.4956 0.0 0.0 -0.1 0.2197
H -5.5756 0.8641 -1.7735 0.1 0.0 0.0 0.2318
H -0.5344 -3.0515 -1.2642 0.0 0.0 0.1 0.2518
H 0.6083 -4.0440 -0.3779 0.1 0.1 0.0 0.2425
H 2.3425 -2.1580 -0.8159 0.0 -0.1 0.0 0.2084
H 1.8097 -3.0296 -2.2287 -0.1 0.0 0.0 0.2295
H 1.2477 -1.0037 -3.1304 -0.1 0.1 0.0 0.2248
H -0.0832 -0.9076 -1.9970 0.0 0.0 0.0 0.2307
H 2.3845 0.6723 -2.0503 0.0 0.0 0.0 0.1903
H 2.1042 -0.0275 -0.4626 0.0 -0.1 0.0 0.1534
H 0.3123 0.8603 0.8530 0.1 0.2 0.0 0.1316
H 1.5019 2.1397 0.4936 0.0 0.0 0.0 0.1778
H -0.2258 2.4330 0.2175 0.0 0.0 0.0 0.2001
C 3.1884 3.6209 -1.9545 0.0 -0.1 0.1 -0.6302
C 3.1754 5.1057 -1.6979 0.0 0.0 0.0 0.0647
C 4.1348 5.9338 -2.5329 0.1 0.0 0.0 -0.0939
O 4.4752 7.0020 -1.6439 0.0 0.0 -0.1 -0.4869
C 4.2975 6.5758 -0.3715 0.0 0.0 -0.1 0.9688
O 4.6554 7.1520 0.5990 0.0 0.0 0.1 -0.5594
O 3.6475 5.3840 -0.3684 -0.1 0.0 0.1 -0.5053
H 2.4019 3.1264 -1.3877 0.0 0.0 0.0 0.2208
H 3.0230 3.4145 -3.0126 0.0 0.0 0.0 0.2237
H 4.1473 3.1954 -1.6552 0.0 0.1 -0.1 0.2208
H 2.1603 5.5054 -1.7729 0.0 0.0 0.0 0.1827
H 3.6951 6.3393 -3.4398 0.0 0.1 0.0 0.2086
H 5.0432 5.3780 -2.7787 0.0 0.0 0.0 0.1838
```
Forces are in eV/Å.

Values from the calculation:
Charge: +1



| no. | calculated total energy (eV) | Kohn-Sham gap (eV) |
| --- | --- | --- |
| 1 | -282243.574 | 1.2 |
| 2 | -60083.019 | 4.7 |
| 3 | -107988.024 | 8.3 |